# 1
ORCA calculation (the ωB97M-V functional and the def2-TZVPD basis) on a structure of composition C20H39CaCl4F4LiN4O9P2 in a non-equilibrium geometry.

total charge	+2
LUMO level	-0.2651	hartree

Geometry (Å):
C: 0.089 1.651 0.582
C: -0.114 0.276 -0.051
C: -1.577 -0.020 -0.406
F: -2.389 0.672 0.453
C: -1.866 -1.522 -0.240
C: -0.899 -2.297 -1.086
N: -1.387 -3.436 -1.434
C: -2.721 -3.622 -0.823
C: -2.644 -4.107 0.645
C: -1.255 -4.459 1.174
C: -0.546 -5.675 0.665
F: -0.076 -6.466 1.616
F: -1.358 -6.552 -0.154
F: 0.511 -5.406 -0.154
C: -3.161 -2.129 -0.858
P: -4.836 -1.863 -0.169
O: -5.279 -3.037 0.578
O: -5.779 -1.583 -1.435
O: -4.835 -0.530 0.660
H: -0.023 1.569 1.660
H: -0.584 2.407 0.185
H: 1.115 1.969 0.398
H: 0.171 -0.473 0.696
H: 0.516 0.164 -0.935
H: -1.791 0.300 -1.432
H: -1.720 -1.750 0.841
H: 0.087 -1.991 -1.414
H: -0.905 -4.124 -1.993
H: -3.442 -4.230 -1.364
H: -2.968 -3.256 1.233
H: -3.331 -4.911 0.888
H: -1.400 -4.671 2.244
H: -0.609 -3.584 1.162
H: -3.159 -1.863 -1.921
H: -5.330 -1.502 -2.282
H: -5.583 0.057 0.479
C: -3.816 -2.984 4.026
C: -2.331 -2.990 3.646
O: -1.604 -3.887 4.108
O: -1.960 -2.078 2.844
H: -4.047 -3.803 4.703
H: -4.066 -2.039 4.511
H: -4.433 -3.075 3.129
Li: -1.016 -7.885 -1.387
C: -5.948 2.079 3.279
Cl: -6.982 3.099 4.292
Cl: -5.655 0.541 4.066
Cl: -6.757 1.802 1.730
Cl: -4.408 2.914 3.014
O: 3.089 2.060 -1.283
P: 4.286 1.978 -2.154
N: 4.769 0.336 -2.131
C: 5.844 -0.229 -1.338
C: 3.685 -0.590 -2.390
N: 5.354 3.082 -1.399
C: 6.728 2.780 -1.047
C: 4.757 4.015 -0.449
N: 4.768 2.323 -3.692
C: 5.286 1.376 -4.674
C: 4.758 3.715 -4.141
H: 6.184 -1.156 -1.808
H: 5.546 -0.456 -0.306
H: 6.712 0.417 -1.314
H: 3.261 -0.434 -3.388
H: 2.864 -0.488 -1.666
H: 4.057 -1.615 -2.348
H: 6.808 2.121 -0.175
H: 7.254 3.707 -0.810
H: 7.264 2.334 -1.888
H: 4.617 3.580 0.548
H: 3.789 4.359 -0.802
H: 5.405 4.890 -0.368
H: 6.336 1.148 -4.478
H: 5.212 1.813 -5.670
H: 4.726 0.446 -4.700
H: 5.772 4.121 -4.160
H: 4.155 4.335 -3.481
H: 4.324 3.792 -5.139
C: -4.254 7.169 3.878
O: -3.849 6.188 3.234
O: -5.194 6.716 4.944
O: -3.845 8.306 4.023
H: -5.305 5.797 4.636
Ca: -2.907 6.417 5.694

# 2
ORCA calculation (the ωB97M-V functional and the def2-TZVPD basis) on the molecule C6H9N.

total charge	0
LUMO level	0.0361	hartree
energy relative to the best compared isomer or geometry (same formula, charge and spin)	360.6	kJ/mol

Geometry (Å):
C: -0.490 1.724 -0.217
C: -0.355 0.245 -0.516
C: 0.356 -0.200 -1.745
C: 1.102 -0.167 -0.457
C: 1.275 -0.792 0.701
C: -0.067 -1.172 1.305
N: -1.065 -0.685 0.327
H: 0.424 2.247 -0.525
H: -0.582 1.858 0.869
H: -1.346 2.203 -0.705
H: 0.555 0.483 -2.564
H: 0.166 -1.235 -2.029
H: 2.200 -1.164 1.124
H: -0.067 -2.272 1.310
H: -0.258 -0.841 2.332
H: -1.846 -0.229 0.789

# 3
ORCA calculation (the ωB97M-V functional and the def2-TZVPD basis) on a cluster of 2 separate species, CH3Cl3N2 in total in a non-equilibrium geometry.

total charge	0
LUMO level (alpha / beta)	-0.0415 / -0.0977	hartree
energy relative to the best compared isomer or geometry (same formula, charge and spin)	466.1	kJ/mol

Geometry (Å):
C: -1.784 -0.063 0.022
N: 0.791 0.583 -0.664
N: 1.218 -0.502 -0.265
Cl: 0.992 2.044 0.232
Cl: 1.260 -0.872 1.505
Cl: 2.913 -0.988 -0.894
H: -1.606 0.069 1.069
H: -2.100 0.762 -0.585
H: -1.683 -1.033 -0.420

# 4
ORCA calculation (the ωB97M-V functional and the def2-TZVPD basis) on a structure of composition C2HgLiO4 in a non-equilibrium geometry.

total charge	0
LUMO level (alpha / beta)	-0.0076 / -0.0159	hartree
energy relative to the best compared isomer or geometry (same formula, charge and spin)	143.0	kJ/mol
2S+1	2

Geometry (Å):
O: 1.204 0.305 0.977
C: 1.691 -0.022 0.001
O: 2.205 -0.345 -1.146
O: -1.298 0.831 -2.911
O: -1.751 -1.521 -2.471
C: -1.451 -0.273 -2.673
Hg: -0.791 0.063 5.602
Li: 0.191 0.961 2.620

Please write out number 2 again, unchanged.
ORCA calculation (the ωB97M-V functional and the def2-TZVPD basis) on the molecule C6H9N.

total charge	0
LUMO level	0.0361	hartree
energy relative to the best compared isomer or geometry (same formula, charge and spin)	360.6	kJ/mol

Geometry (Å):
C: -0.490 1.724 -0.217
C: -0.355 0.245 -0.516
C: 0.356 -0.200 -1.745
C: 1.102 -0.167 -0.457
C: 1.275 -0.792 0.701
C: -0.067 -1.172 1.305
N: -1.065 -0.685 0.327
H: 0.424 2.247 -0.525
H: -0.582 1.858 0.869
H: -1.346 2.203 -0.705
H: 0.555 0.483 -2.564
H: 0.166 -1.235 -2.029
H: 2.200 -1.164 1.124
H: -0.067 -2.272 1.310
H: -0.258 -0.841 2.332
H: -1.846 -0.229 0.789

What did the fourth record say?
ORCA calculation (the ωB97M-V functional and the def2-TZVPD basis) on a structure of composition C2HgLiO4 in a non-equilibrium geometry.

total charge	0
LUMO level (alpha / beta)	-0.0076 / -0.0159	hartree
energy relative to the best compared isomer or geometry (same formula, charge and spin)	143.0	kJ/mol
2S+1	2

Geometry (Å):
O: 1.204 0.305 0.977
C: 1.691 -0.022 0.001
O: 2.205 -0.345 -1.146
O: -1.298 0.831 -2.911
O: -1.751 -1.521 -2.471
C: -1.451 -0.273 -2.673
Hg: -0.791 0.063 5.602
Li: 0.191 0.961 2.620

What is the total charge in the first record?
+2